Record 1
{"formula": "C2H11NO2", "method": "ωB97M-V/def2-TZVPD", "elements": ["C", "C", "N", "H", "H", "H", "H", "H", "H", "H", "O", "H", "H", "O", "H", "H"], "coordinates": [[-1.941, 0.705, 0.544], [-0.726, 0.130, -0.178], [-0.434, -1.369, -0.392], [-2.706, 0.856, -0.200], [-1.850, 1.676, 1.006], [-2.182, -0.195, 1.136], [0.214, 0.497, 0.245], [-0.664, 0.562, -1.191], [-1.329, -1.748, -0.085], [-0.435, -1.437, -1.403], [2.424, -2.194, 1.845], [1.479, -2.106, 1.681], [2.900, -1.885, 1.074], [1.969, 2.161, -1.686], [1.664, 2.929, -1.211], [1.617, 1.419, -1.184]], "forces_ev_per_angstrom": [[0.034, -2.472, -0.943], [3.021, 1.214, -1.830], [-1.947, 1.805, 0.914], [-0.604, -0.259, -0.157], [0.589, -0.227, 0.698], [-0.780, 1.136, 0.821], [-0.208, 0.154, 0.588], [-0.263, 0.044, 0.216], [0.242, -0.880, -0.242], [-0.034, -0.527, 0.033], [0.023, -0.154, 0.545], [0.176, 0.094, -0.411], [-0.253, 0.071, -0.229], [0.084, -0.365, -0.172], [-0.104, 0.419, 0.189], [0.025, -0.052, -0.021]], "lowdin_charge": [-0.0886, -0.3381, -0.0054, 0.0611, 0.0715, 0.0774, 0.0756, 0.0932, 0.0483, 0.0532, -0.0672, 0.0123, 0.0245, -0.0493, 0.0288, 0.0026], "total_energy_ha": -287.98606, "e_lumo_ev": 0.65, "max_force_ev_per_a": 3.735, "e_above_lowest_kcal_mol": 32.9}

Record 2
{"formula": "C2H11NO2S2", "method": "ωB97M-V/def2-TZVPD", "elements": ["N", "C", "C", "S", "S", "H", "H", "H", "H", "H", "H", "H", "O", "H", "H", "O", "H", "H"], "coordinates": [[-1.261, -1.994, 0.439], [-1.325, -0.881, 1.365], [-0.195, 0.039, 1.131], [-0.413, 1.657, 1.973], [-0.225, 3.322, 1.046], [-2.028, -2.650, 0.485], [-0.398, -2.511, 0.570], [-2.195, -0.293, 0.947], [-1.519, -1.081, 2.439], [0.833, -0.246, 1.417], [-0.024, 0.105, 0.015], [-1.191, 3.399, 0.144], [3.066, 0.478, -1.220], [3.201, 0.025, -0.376], [2.237, 0.257, -1.668], [0.688, 0.239, -2.613], [0.444, -0.666, -2.796], [0.305, 0.800, -3.298]], "forces_ev_per_angstrom": [[1.024, -0.631, -0.032], [-2.539, 0.788, -0.521], [2.969, 1.223, -2.240], [-1.356, -2.669, 2.388], [1.582, 2.179, -1.720], [-0.111, 0.148, 0.274], [-0.119, -0.177, -0.024], [0.464, -0.432, 1.026], [0.204, -0.161, -0.513], [-0.604, -0.563, 0.528], [-0.636, 0.475, 0.974], [-0.851, -0.164, -0.191], [0.734, 0.195, 0.178], [-0.560, 0.039, -0.579], [0.006, -0.111, 0.494], [-0.016, 0.364, 0.106], [-0.277, -0.275, -0.241], [0.086, -0.229, 0.093]], "lowdin_charge": [-0.0181, -0.4005, -0.5538, 0.3676, 0.2847, 0.0671, 0.0684, 0.1199, 0.1145, 0.0651, 0.0857, -0.2021, -0.0811, 0.0292, -0.0282, -0.0391, 0.0543, 0.0665], "total_energy_ha": -1084.36352, "e_lumo_ev": 0.42, "max_force_ev_per_a": 3.915, "e_above_lowest_kcal_mol": 25.9}

Record 3
{"formula": "C2H11NO2S2", "method": "ωB97M-V/def2-TZVPD", "elements": ["N", "C", "C", "S", "S", "H", "H", "H", "H", "H", "H", "H", "O", "H", "H", "O", "H", "H"], "coordinates": [[1.766, -1.654, -0.944], [1.891, -1.039, 0.442], [0.567, -0.396, 0.767], [-0.712, -1.295, 1.700], [-2.114, -1.965, 0.467], [0.788, -1.907, -1.058], [2.140, -2.606, -0.966], [2.078, -1.778, 1.220], [2.766, -0.435, 0.227], [0.852, 0.456, 1.414], [0.124, 0.296, 0.050], [-2.701, -0.788, 0.115], [-1.213, 1.511, -2.420], [-1.428, 2.161, -3.106], [-0.283, 1.736, -2.297], [-1.304, 2.896, 1.394], [-1.006, 2.103, 1.845], [-2.212, 2.703, 1.149]], "forces_ev_per_angstrom": [[-0.709, -1.214, 0.628], [-0.559, -1.732, -2.495], [0.637, 2.572, 1.061], [1.235, 0.680, 0.908], [-0.734, -0.050, -1.275], [-0.282, 0.397, -0.194], [0.625, 0.384, 0.112], [0.316, -0.037, 0.034], [-0.210, 0.873, 1.155], [-0.215, -0.550, 0.812], [-0.186, -0.875, -0.986], [0.085, -0.351, 0.194], [0.354, 0.629, -0.446], [-0.423, -0.304, 0.143], [0.055, -0.358, 0.343], [0.100, 0.067, -0.034], [0.019, -0.134, 0.119], [-0.108, 0.003, -0.077]], "lowdin_charge": [-0.0229, -0.3085, -0.5843, 0.3929, 0.2891, 0.0318, 0.0584, 0.0943, 0.1026, 0.0672, 0.0670, -0.1766, -0.0717, 0.0381, 0.0326, -0.0538, 0.0099, 0.0341], "total_energy_ha": -1084.36603, "e_lumo_ev": 0.50, "max_force_ev_per_a": 3.088, "e_above_lowest_kcal_mol": 24.3}